# C4H5NO2

One molecule with the formula C4H5NO2 (ωB97M-V with the def2-TZVPD basis set, the OMol25 dataset).

Element x y z (Å)
O 0.95148 2.35233 0.57619
C 0.52260 1.26113 0.28297
N 1.21963 0.17112 -0.23359
C 0.41386 -0.99854 -0.51503
C -0.97539 -0.58217 -0.10278
O -1.04148 -0.29717 1.28328
C -0.92348 0.79990 0.37503
H 2.15109 -0.07462 0.02865
H 0.76956 -1.83930 0.08463
H 0.50122 -1.25931 -1.57445
H -1.84323 -1.04213 -0.56041
H -1.74585 1.50875 0.35551

- SMILES = O=C1NC[C@H]2O[C@@H]12
- max |F| (eV/Å) = 1.01
- highest occupied orbital energy (eV) = -9.88
- frontier orbital gap (Eh) = 0.3951
- multiplicity = 1
- charge = 0

Atomic partial charges in e from the Mulliken method, atoms 1 to 8: number 1, O, carries -0.58; number 2, C, carries 0.17; number 3, N, carries -0.18; number 4, C, carries -0.57; number 5, C, carries -0.12; number 6, O, carries -0.41; number 7, C, carries 0.04; number 8, H, carries 0.24